1.
{
  "formula": "C3H3HoO2",
  "method": "the ωB97M-V functional and the def2-TZVPD basis",
  "elements": ["Ho", "O", "O", "C", "C", "C", "H", "H", "H"],
  "coordinates": [[3.750046, -0.251039, 1.059123], [-1.015073, 0.190307, 1.886525], [1.674564, 0.365287, -0.301740], [-1.006728, -0.047066, -0.714741], [0.787828, -0.251906, 0.372757], [-0.423738, 0.334195, 0.830722], [-2.088402, -0.089237, -0.515402], [-0.830070, 0.774234, -1.422829], [-0.848424, -1.024774, -1.194413]],
  "atomic_forces_ev_per_a": [[-1.4, 0.2, -0.8], [-0.6, 1.4, -0.9], [1.0, -0.5, 0.9], [-2.5, 0.5, 0.2], [2.4, 1.5, 0.2], [0.1, -3.5, -0.3], [0.1, 0.2, 0.0], [0.3, -0.3, 0.3], [0.6, 0.4, 0.4]],
  "mulliken_spin": [4.0774, 0.0151, -0.0617, 0.0101, -0.0435, 0.0052, -0.0003, 0.0007, -0.0030],
  "homo_energy_ev": [-6.5, -6.9],
  "spin_multiplicity": 5,
  "gap_ha": [0.231, 0.216],
  "charge": 0
}



2.
{
  "formula": "C42H33CdN6O4S2",
  "method": "the ωB97M-V functional and the def2-TZVPD basis",
  "elements": ["Cd", "S", "S", "O", "O", "O", "O", "N", "N", "N", "N", "N", "N", "C", "C", "C", "C", "C", "C", "C", "C", "C", "C", "C", "C", "C", "C", "C", "C", "C", "C", "C", "C", "C", "C", "C", "C", "C", "C", "C", "C", "C", "C", "C", "C", "C", "C", "C", "C", "C", "C", "C", "C", "C", "C", "H", "H", "H", "H", "H", "H", "H", "H", "H", "H", "H", "H", "H", "H", "H", "H", "H", "H", "H", "H", "H", "H", "H", "H", "H", "H", "H", "H", "H", "H", "H", "H", "H"],
  "coordinates": [[-1.453593, -0.828689, -1.227097], [3.442904, -4.566900, 3.560067], [-2.705181, 4.480996, -2.185906], [-5.187972, -0.583446, -3.600598], [-0.778468, 0.480100, -3.260588], [-3.138351, -1.335161, -2.870163], [-2.771047, -0.808863, 0.487240], [3.748407, 1.804563, 0.417086], [0.169494, -1.382199, 1.288501], [0.139001, -2.110101, -2.135595], [-0.656768, 1.077696, -0.052647], [2.721115, 1.423538, -1.662968], [1.521629, -1.876826, 0.890188], [-2.715540, 5.555138, 0.154040], [2.375837, -2.100082, 1.888149], [-2.179369, 4.461554, -0.485005], [0.626040, 0.001563, 3.266662], [-3.613752, 5.906801, -1.929860], [-3.475134, 6.406490, -0.666127], [4.658923, 2.971258, -2.926181], [3.677727, 2.022163, -0.950931], [-1.386937, 3.377058, 0.135955], [0.538868, 1.244994, 4.008911], [4.704258, 2.842860, -1.552837], [3.631893, 2.345365, -3.677216], [-2.383377, -2.995370, 3.404871], [0.094420, -2.302462, -3.427236], [2.765495, -3.049185, 4.105891], [-4.486806, -1.765289, 3.461503], [1.330519, -2.590593, -1.473821], [-0.310526, 1.076143, 1.286443], [-0.956514, -0.180468, -4.361472], [-0.841112, 3.481810, 1.434096], [-0.526618, -1.572719, -4.501920], [3.294341, -4.132590, 6.110564], [-1.092076, 2.233790, -0.595036], [0.161388, -0.077676, 1.954709], [-3.586859, -2.757346, 3.991699], [-4.111416, -0.996297, 2.384998], [-4.322974, -0.862173, -2.748958], [-0.589139, -2.154127, -5.797955], [-2.924326, -1.343047, 1.644865], [2.127650, -2.008818, 3.310267], [-1.524702, -0.112976, -6.714620], [3.621143, -5.078905, 5.170982], [1.316949, -1.052621, 3.926124], [2.834346, -2.957527, 5.483756], [-1.994523, -2.293090, 2.226638], [-1.524142, 0.512300, -5.503134], [-0.345454, 2.331346, 2.035446], [1.955396, -1.544255, -0.512334], [-1.047169, -1.423256, -6.850619], [0.031317, 2.343239, 3.421360], [-0.662217, -2.431674, 1.708295], [2.672295, 1.627566, -3.001821], [-0.839952, 4.425054, 1.966182], [-5.472585, -1.596851, 4.022556], [-4.101040, 6.363730, -2.762874], [-2.590968, 5.681017, 1.216346], [1.178029, -3.512215, -0.894949], [2.622644, -2.042789, 6.021925], [-1.865480, 0.443417, -7.601573], [-0.245751, -3.172903, -5.967466], [-1.659220, -3.737693, 3.834990], [-0.249773, -3.456969, 1.686453], [0.942029, 1.271540, 5.001576], [-4.654766, -0.684994, -1.725363], [-1.900648, 1.544270, -5.362500], [2.946816, 1.395710, 0.903624], [1.315236, -1.041749, 5.011768], [0.633457, -3.162855, -3.813169], [3.322902, -2.572387, 1.589795], [5.369921, 3.602369, -3.448887], [-1.232865, 2.204376, -1.666611], [-3.947352, -3.346742, 4.832609], [5.448996, 3.361876, -0.922110], [-4.823024, -0.279809, 1.935815], [3.979124, -6.071947, 5.360929], [-0.046066, 3.277346, 4.014216], [3.437872, -4.210115, 7.194416], [4.296658, 2.484247, 0.962388], [3.058824, -1.591500, -0.445273], [3.558386, 2.476525, -4.757198], [1.814554, 1.197063, -3.483742], [2.068861, -2.874598, -2.247742], [-3.913441, 7.308501, -0.327360], [1.721731, -0.503257, -0.786439], [-1.042416, -1.911271, -7.828957]],
  "atomic_forces_ev_per_a": [[-0.1, 0.4, -1.6], [-1.1, 0.9, 0.2], [0.3, -0.2, 1.3], [1.3, -0.5, 0.2], [-0.4, -0.9, -0.5], [0.1, 0.3, 0.3], [-0.1, -0.6, 1.4], [0.0, 0.3, 0.4], [0.5, -2.4, 0.7], [-0.2, 0.8, -0.6], [0.4, 0.8, 0.7], [0.3, 0.6, 0.2], [-3.1, 1.4, -2.3], [0.6, -0.8, 0.1], [1.1, -0.7, 4.5], [-0.2, 0.3, -0.5], [1.4, -1.5, 2.1], [0.6, 0.3, 0.2], [-0.1, -0.8, -0.7], [-0.5, -0.1, -0.1], [0.8, 0.4, -0.4], [0.5, 0.9, -0.4], [-0.9, -0.2, -1.0], [-0.8, -0.4, 0.1], [0.3, 0.4, 0.1], [0.8, -1.1, -0.1], [-0.5, 0.3, -0.6], [0.6, 0.7, 1.1], [-0.1, 0.4, 0.8], [1.0, -0.5, -0.1], [-0.1, 0.6, -0.5], [0.1, 0.6, 1.4], [-0.6, -1.0, -0.7], [-0.4, 0.7, 0.4], [0.4, -0.3, -0.3], [-0.1, -1.1, 0.7], [-0.7, 0.5, -1.2], [-0.9, 0.0, 0.0], [-1.1, -0.8, 0.0], [-0.9, 0.2, -0.6], [0.2, 0.4, 0.6], [0.2, 1.1, -0.8], [1.0, -1.2, -4.5], [-0.2, 0.9, -0.1], [0.4, -0.3, 1.1], [-1.5, 1.6, 0.1], [0.1, -0.1, -0.4], [0.6, 1.0, -0.5], [0.4, -0.1, 0.3], [-0.4, -0.1, -0.4], [-0.3, -0.5, 1.1], [0.1, -1.1, -1.2], [0.5, 0.5, 0.6], [0.7, 1.6, 0.0], [0.6, 0.0, 1.0], [-0.2, -0.1, 0.1], [1.5, -0.2, -1.1], [-0.3, 0.2, -0.3], [0.0, 0.2, 0.1], [-0.3, 0.2, 0.1], [-0.2, -0.2, -0.1], [0.0, -0.4, 0.4], [0.0, 0.1, 0.1], [-0.8, 0.8, -0.4], [0.3, 0.8, 0.1], [0.0, -0.1, 0.4], [0.0, 0.1, 0.9], [0.3, -0.8, 0.0], [0.4, 0.3, -0.5], [0.0, 0.3, -0.2], [0.6, -0.2, 0.0], [-0.6, -0.2, -0.1], [0.1, -0.1, 0.1], [-0.3, -0.2, -0.2], [0.4, 0.1, 0.0], [-0.5, -0.4, -0.5], [0.7, -0.3, 0.3], [0.2, -0.2, 0.1], [0.1, -0.5, -0.6], [-0.1, -0.3, -0.6], [-0.6, -0.7, -0.5], [-0.5, -0.2, -0.3], [0.1, 0.0, 0.3], [-0.3, -0.2, -0.3], [-0.1, 0.2, 0.3], [-0.4, 0.7, 0.2], [-0.1, -0.3, 0.1], [-0.1, 0.3, 0.2]],
  "lowdin_charge": [1.4424, 1.0145, 1.0365, -0.0816, -0.1847, -0.1984, -0.1688, 0.1126, 0.0453, -0.0952, 0.0335, 0.1005, -0.0989, -0.1528, -0.0949, -0.4319, -0.1808, -0.4415, -0.2004, -0.0983, -0.3816, -0.2115, -0.0347, -0.0384, -0.0904, -0.0602, -0.1267, -0.4812, -0.0770, -0.2253, -0.1501, -0.3799, 0.0328, -0.1597, -0.1905, -0.1043, -0.1331, -0.1218, -0.0148, -0.5991, -0.0721, -0.3501, -0.2527, -0.1056, -0.4729, -0.0623, -0.1497, -0.1408, -0.0163, -0.1490, -0.1076, -0.1416, -0.0500, 0.0942, -0.1231, 0.1145, 0.1244, 0.0504, 0.0988, 0.1088, 0.0992, 0.1035, 0.1040, 0.1306, 0.1511, 0.1038, 0.0793, 0.1181, 0.0892, 0.0797, 0.1112, 0.1032, 0.0953, 0.0751, 0.0911, 0.1040, 0.1227, 0.0456, 0.1177, 0.1018, 0.0974, 0.1204, 0.0957, 0.0925, 0.1096, 0.0846, 0.0778, 0.0895],
  "homo_energy_ev": [-3.1, -3.1],
  "gap_ha": [0.153, 0.153],
  "e_above_lowest_kj_mol": 458.29,
  "charge": -1
}



3.
{
  "formula": "C2H2N2O3S",
  "method": "the ωB97M-V functional and the def2-TZVPD basis",
  "elements": ["S", "O", "O", "O", "N", "N", "C", "C", "H", "H"],
  "coordinates": [[2.208692, -0.734707, 1.074214], [-1.330922, -0.058844, -1.877161], [2.704367, 0.632195, 1.227287], [1.210628, -1.125277, 2.008416], [0.424401, -0.441977, -0.355032], [-0.218364, -0.632568, -1.977242], [-0.528456, 0.269595, 0.158385], [-1.574266, 0.574377, -0.763028], [-0.626021, 0.179235, 1.205900], [-2.270061, 1.337971, -0.701740]],
  "atomic_forces_ev_per_a": [[1.8, 1.7, 0.1], [-0.6, 1.6, -0.6], [-0.6, -1.5, -0.4], [-0.6, -0.5, 1.1], [-2.7, -0.2, -5.9], [3.3, -0.8, 4.2], [-1.0, -1.0, -1.6], [2.0, -1.1, 1.9], [0.1, 1.2, 1.3], [-1.7, 0.7, -0.2]],
  "lowdin_charge": [0.8207, -0.0492, -0.4470, -0.4583, 0.0208, 0.1388, -0.1740, -0.0616, 0.1052, 0.1045],
  "homo_energy_ev": [-10.3, -10.3],
  "gap_ha": [0.347, 0.346],
  "e_above_lowest_kj_mol": 554.66,
  "charge": 0
}



4.
{
  "formula": "C3H4O3",
  "method": "the ωB97M-V functional and the def2-TZVPD basis",
  "elements": ["O", "O", "O", "C", "C", "C", "H", "H", "H", "H"],
  "coordinates": [[1.578302, 0.104415, 1.278021], [-1.650790, 0.345291, 1.100016], [0.116313, -0.968064, -1.644531], [-1.060488, 1.051576, 0.339141], [0.752451, -0.446359, 0.596993], [0.260921, 0.071406, -0.708450], [0.164707, -1.331829, 0.948564], [0.820462, 0.857996, -1.199895], [0.249541, -1.852712, -1.252779], [-1.231417, 2.168278, 0.542920]],
  "atomic_forces_ev_per_a": [[0.0, -0.3, 0.0], [-0.2, 0.1, -0.3], [-1.0, 0.4, 0.5], [-0.3, -1.5, -0.1], [0.5, 0.3, 0.3], [-0.3, 0.9, 0.6], [0.5, 0.1, -0.1], [0.2, 0.1, 0.3], [-0.3, 0.7, 0.1], [1.0, -0.7, -1.3]],
  "lowdin_charge": [0.0713, 0.0166, -0.0116, -0.0788, -0.3050, -0.2015, 0.1426, 0.1272, 0.1059, 0.1335],
  "homo_energy_ev": -9.2,
  "gap_ha": 0.348,
  "e_above_lowest_kj_mol": 362.18,
  "charge": 0
}



5.
{
  "formula": "C3H8NOS",
  "method": "the ωB97M-V functional and the def2-TZVPD basis",
  "elements": ["S", "O", "N", "C", "C", "C", "H", "H", "H", "H", "H", "H", "H", "H"],
  "coordinates": [[0.699013, -1.109219, -1.531254], [2.170972, -0.304508, -1.406114], [-0.321820, 0.708308, 0.678094], [3.202494, -0.698179, -1.961877], [-2.460266, 0.375239, 1.509062], [-1.193246, -0.108547, 1.031012], [-2.351221, 1.303328, 1.967582], [-3.210584, 0.513150, 0.641187], [3.228782, -1.517717, -2.662239], [-0.806880, -1.153120, 0.673729], [-3.083239, -0.238061, 2.155367], [0.601482, 0.516715, 0.153562], [-0.426163, 1.715961, 0.696995], [3.950675, -0.003349, -1.945103]],
  "atomic_forces_ev_per_a": [[-0.9, -0.8, -0.2], [0.5, 0.0, 0.3], [3.8, 2.9, -1.4], [-1.3, -0.3, -1.1], [-3.1, -1.0, -1.1], [0.7, -3.3, -1.7], [0.2, 1.7, 0.7], [1.4, -0.1, 0.8], [-0.3, -0.7, 0.2], [-1.4, 1.3, 1.2], [0.6, -0.5, 0.2], [-2.1, -0.9, 1.0], [-0.6, 0.1, 0.6], [2.4, 1.5, 0.4]],
  "lowdin_charge": [0.6223, -0.5419, 0.1447, 0.0140, -0.0207, -0.1525, 0.0731, 0.1570, 0.1178, 0.1396, 0.1037, 0.0953, 0.1565, 0.0912],
  "homo_energy_ev": -12.5,
  "gap_ha": 0.289,
  "e_above_lowest_kj_mol": 321.05,
  "charge": 1
}



6.
{
  "formula": "C18H24GeN3O2SeTl",
  "method": "the ωB97M-V functional and the def2-TZVPD basis",
  "elements": ["Tl", "Se", "Ge", "O", "O", "N", "N", "N", "C", "C", "C", "C", "C", "C", "C", "C", "C", "C", "C", "C", "C", "C", "C", "C", "C", "C", "H", "H", "H", "H", "H", "H", "H", "H", "H", "H", "H", "H", "H", "H", "H", "H", "H", "H", "H", "H", "H", "H", "H", "H"],
  "coordinates": [[1.923204, 1.597126, -2.224271], [-0.825452, -0.816876, -1.190413], [-1.745655, -3.936701, -0.727993], [2.172794, 0.439735, -0.003447], [0.106860, 0.924340, 3.666113], [0.922442, 4.175332, -2.034616], [0.722721, 1.755972, 1.193753], [0.813531, 2.584127, 0.184010], [-2.284182, -0.216707, -2.306415], [-0.844325, -3.967505, 0.989447], [-0.577347, -2.530241, -1.843187], [0.261576, 6.056862, -0.689908], [0.492947, 6.297942, -3.050226], [-3.558171, -3.243912, -0.659399], [0.618797, 4.723941, -0.846000], [1.877493, -0.060391, 2.298376], [2.930743, -1.008252, 2.267797], [3.234043, -1.772618, 3.359792], [2.475559, -1.618450, 4.533870], [1.444801, -0.716568, 4.600833], [0.860932, 4.954378, -3.104333], [1.645964, 0.686654, 1.085320], [0.670819, 3.853484, 0.323291], [1.129564, 0.086204, 3.496675], [-1.532546, -5.518068, -1.825810], [0.191094, 6.859476, -1.824131], [0.180244, -4.322232, 0.887480], [0.435589, -2.867173, -1.634144], [-4.003193, -3.166534, -1.650616], [-1.936812, -0.151119, -3.334875], [-0.010990, 1.473723, 2.872719], [3.499094, -1.100249, 1.352539], [-3.096054, -0.937249, -2.225149], [0.462645, 6.882756, -3.957731], [-0.486048, -5.796214, -1.929634], [2.709783, -2.216105, 5.404256], [-0.866527, -2.637198, -2.885176], [-3.619475, -2.282810, -0.149655], [-1.372692, -4.649080, 1.656641], [4.048033, -2.480549, 3.326895], [0.039353, 6.452504, 0.290542], [-0.837634, -2.982946, 1.457062], [-2.601626, 0.754813, -1.939914], [-0.087136, 7.900598, -1.743437], [-2.055578, -6.337979, -1.331861], [-4.160932, -3.951561, -0.088077], [1.126271, 4.501298, -4.051535], [-1.971459, -5.379911, -2.811664], [0.617043, 4.296746, 1.316399], [0.859892, -0.592810, 5.499803]],
  "atomic_forces_ev_per_a": [[0.1, 0.2, -0.1], [-0.1, -0.1, 0.0], [0.0, 0.0, 0.0], [0.2, -0.2, 0.1], [-0.1, 0.1, 0.0], [0.0, 0.1, 0.0], [0.1, 0.3, 0.2], [0.0, 0.0, -0.1], [0.0, -0.1, 0.0], [0.0, 0.0, 0.0], [0.0, 0.0, 0.0], [0.1, -0.1, -0.2], [0.0, 0.0, 0.1], [0.0, 0.0, 0.0], [0.0, 0.1, 0.1], [0.0, -0.1, 0.1], [0.0, -0.1, 0.1], [-0.1, 0.1, -0.1], [0.0, 0.0, 0.0], [0.0, 0.1, -0.1], [0.0, 0.0, 0.0], [-0.2, -0.1, -0.1], [-0.1, 0.0, 0.1], [0.1, -0.1, 0.0], [0.0, 0.0, 0.0], [0.0, -0.1, 0.0], [0.0, 0.0, 0.0], [0.0, 0.0, 0.0], [0.0, 0.0, 0.0], [0.0, 0.0, 0.0], [0.0, 0.0, 0.0], [0.0, 0.0, 0.0], [0.0, 0.0, 0.0], [0.0, 0.0, 0.0], [0.0, 0.0, 0.0], [0.0, 0.0, 0.0], [-0.1, 0.0, 0.0], [0.0, 0.0, 0.0], [0.0, 0.0, 0.0], [0.0, 0.0, 0.0], [0.0, 0.0, 0.0], [0.0, 0.0, 0.0], [0.0, 0.0, 0.0], [0.0, 0.0, 0.0], [0.0, 0.0, 0.0], [0.0, 0.0, 0.0], [0.0, 0.0, 0.0], [0.0, 0.0, 0.0], [0.0, 0.0, 0.0], [0.0, 0.0, 0.0]],
  "lowdin_charge": [0.9814, 1.0699, 0.8372, -0.2114, 0.0960, -0.0033, 0.1233, -0.0146, -0.2997, -0.2013, -0.5224, 0.0200, -0.0067, -0.2135, -0.2696, -0.0817, -0.0098, -0.0530, -0.0241, 0.0125, -0.1148, -0.4233, 0.0002, -0.2420, -0.1925, -0.0089, 0.0360, 0.0404, 0.0338, 0.0539, 0.0767, 0.1210, 0.0329, 0.1243, 0.0378, 0.1232, 0.0493, 0.0248, 0.0405, 0.1147, 0.1283, 0.0204, 0.0449, 0.1284, 0.0428, 0.0418, 0.1162, 0.0372, 0.1508, 0.1319],
  "homo_energy_ev": [-13.7, -13.6],
  "gap_ha": [0.170, 0.201],
  "e_above_lowest_kj_mol": 32.22,
  "charge": 2
}